The following is a DFT calculation (ωB97M-V/def2-TZVPD) of the molecule C8H6N8O4 at a distorted geometry.

```
26
Properties=species:S:1:pos:R:3:forces:R:3
O -1.5419 -4.5356 0.5695 -0.703 1.834 0.679
N -2.0092 -3.4521 0.9671 -0.763 -1.537 0.078
O -3.1251 -3.3429 1.5380 2.162 -0.007 -1.133
C -1.2072 -2.2650 0.7447 -1.424 0.686 0.778
C -1.7868 -1.0403 1.1320 1.564 -0.774 0.324
C -1.0062 0.1158 1.1261 -0.760 1.264 -1.653
N -1.3869 1.3503 1.7567 0.016 1.484 0.080
O -2.4223 1.5154 2.4370 1.911 -1.016 -1.342
O -0.5580 2.2950 1.5494 -1.390 -1.217 0.452
C 0.2598 0.1981 0.3749 4.958 1.513 4.157
N 0.7684 -1.1291 0.1325 0.463 1.531 -1.944
N 2.0480 -1.3268 -0.3500 -0.491 -1.375 1.488
N 2.2418 -2.6064 -0.2243 -1.042 0.650 -0.021
N 1.1285 -3.2743 0.2271 -0.253 1.447 -0.919
C 0.1785 -2.3198 0.3365 0.182 -0.632 0.799
H -2.7343 -0.9864 1.6526 -0.096 -0.300 -0.197
H 1.0227 0.7970 1.0360 -1.459 -2.120 0.295
N 0.8770 1.2832 -0.7307 -1.891 -1.184 -1.089
C 1.6756 2.3218 -0.6097 0.501 0.961 1.785
N 1.6335 3.0416 -1.7555 1.019 -0.111 1.352
C 0.8139 2.3737 -2.6296 0.100 -0.547 0.830
C 0.3651 1.2790 -1.9730 0.159 0.944 -0.510
H 2.2247 2.6252 0.3282 -0.802 -0.462 -1.351
H 2.2056 3.9023 -1.8491 -0.865 -1.036 -0.336
H 0.6290 2.6829 -3.5944 -0.264 0.722 -1.736
H -0.2942 0.4974 -2.1919 -0.832 -0.717 -0.865
```
Positions in Å, forces in eV/Å.

ΔE to the lowest compared entry with this formula, charge and spin (eV): 1.825
Orbital gap (eV): 7.587
Electronic energy (eV): -28494.0595
HOMO level (Eh): -0.310

Löwdin atomic charge list, values in e, 5 entries: 0.059, -0.336, 0.026, -0.082, 0.095



The following is a DFT calculation (ωB97M-V/def2-TZVPD) of a structure of composition C8H7Br6NO2 at a distorted geometry.

```
24
Properties=species:S:1:pos:R:3:forces:R:3
C -4.0155 -6.6584 1.7928 -1.283 -0.497 0.566
Br -3.9402 -8.0067 0.3734 -0.124 0.871 0.626
Br -3.0221 -7.3533 3.3713 -0.851 0.784 -1.050
Br -6.0108 -6.1558 2.2262 2.011 -0.674 -0.283
H -3.6438 -5.6915 1.4537 0.247 -0.480 0.143
C 7.4595 -3.0701 -1.8184 -0.437 0.159 0.570
Br 8.4056 -1.6510 -2.6540 0.001 0.312 -0.432
Br 5.5121 -2.5845 -1.6123 1.452 -0.495 0.097
Br 8.4352 -3.4570 -0.1416 -0.928 -0.124 -0.635
H 7.4993 -3.9389 -2.4754 -0.089 0.149 0.401
C -0.7519 4.9600 -1.1711 0.838 -0.093 -0.292
C -1.6390 5.2294 -0.1625 -0.035 -2.872 1.517
C -1.9971 4.1037 0.6613 -0.820 -0.225 -0.107
C -1.4395 2.8455 0.4968 1.785 -0.158 -0.953
C -0.4217 2.6490 -0.4708 -1.043 0.367 -0.157
C -0.1600 3.6616 -1.3680 -0.453 0.983 0.883
N -1.7550 1.6023 1.2972 -0.841 0.640 -0.217
O -2.4586 1.6755 2.2564 -1.276 1.706 1.730
O -1.3738 0.5295 0.9333 1.589 -0.903 -1.673
H -0.4740 5.8549 -1.7081 0.369 -0.351 -0.734
H -2.0165 6.2036 0.1111 -0.062 0.012 -0.386
H -2.8321 4.1533 1.3444 0.117 0.323 0.391
H 0.0863 1.7051 -0.6025 -0.201 -0.108 0.240
H 0.5537 3.3940 -2.1332 0.032 0.676 -0.244
```
Positions in Å, forces in eV/Å.

ΔE to the lowest compared entry with this formula, charge and spin (eV): 1.384
Orbital gap (eV): 9.578
Electronic energy (eV): -434244.7232
HOMO level (Eh): -0.374

Löwdin atomic charge list, values in e, 5 entries: -1.436, 0.527, 0.514, 0.423, -0.029



The following is a DFT calculation (ωB97M-V/def2-TZVPD) of a structure of composition C8H7F2N at a distorted geometry.

```
18
Properties=species:S:1:pos:R:3:forces:R:3
C 1.1618 -1.3952 0.6564 1.985 -3.114 0.816
C -0.7485 -0.4083 -2.0082 0.382 0.647 2.949
C 0.3193 0.6114 -1.8545 -0.419 -1.820 0.390
C -1.3026 -0.9853 -0.9236 0.415 0.391 -1.944
C 0.9576 0.5802 -0.6801 2.051 2.878 -0.841
C -0.9082 -0.4884 0.3971 -3.610 1.583 -0.633
C 0.5050 -0.1838 0.4748 -0.791 3.729 2.617
C 0.6033 1.1257 1.9546 0.836 -4.353 -1.726
N 1.5786 -2.4755 0.7197 -0.264 1.227 0.070
F -1.6188 0.8040 0.4915 0.390 -0.435 0.021
F -0.0160 0.5683 3.0110 -0.662 0.296 0.053
H -1.2700 -0.6475 -2.8536 -0.477 -0.238 -2.731
H 0.6050 1.1891 -2.7092 0.256 0.397 -0.057
H -2.1433 -1.6248 -1.1394 -0.108 -0.252 0.667
H 1.8287 1.2956 -0.4603 -1.179 -1.216 -0.585
H -1.4504 -0.9970 1.1518 0.627 -0.960 1.228
H 0.2586 2.0914 1.6775 -0.478 0.468 -0.453
H 1.6401 0.9401 2.0944 1.047 0.772 0.157
```
Positions in Å, forces in eV/Å.

ΔE to the lowest compared entry with this formula, charge and spin (eV): 3.109
Orbital gap (eV): 9.310
Electronic energy (eV): -15330.6780
HOMO level (Eh): -0.344

Löwdin atomic charge list, values in e, 5 entries: -0.182, -0.036, -0.029, -0.016, -0.068



The following is a DFT calculation (ωB97M-V/def2-TZVPD) of a structure of composition C8H7N2O at a distorted geometry.

```
18
Properties=species:S:1:pos:R:3:forces:R:3
C -2.7510 0.2802 -1.6774 0.111 0.308 -0.988
C 1.8793 -0.6714 -0.4750 0.077 -0.047 -0.041
C 1.0209 -1.4931 0.2429 0.253 -0.120 -0.065
C 1.4584 0.6024 -0.8302 0.267 -0.031 -0.107
C -0.2196 -1.0387 0.6333 -0.299 0.115 0.061
C 0.2144 1.0589 -0.4535 -0.269 0.003 0.120
C -0.6484 0.2585 0.3108 0.620 -0.091 -0.048
C -1.9505 0.7239 0.7032 -1.797 -0.707 -1.475
N -2.5369 0.7925 -2.6987 0.419 0.010 -0.522
N -3.2274 -0.0349 -0.4998 0.585 1.482 3.091
O -3.5740 -1.2348 -0.1540 0.129 -1.043 -0.140
H 2.8621 -1.0228 -0.7627 0.018 -0.017 -0.023
H 1.3318 -2.4988 0.5004 -0.012 -0.019 0.014
H 2.1145 1.2431 -1.4070 0.000 0.021 -0.026
H -0.8948 -1.6876 1.1725 -0.068 -0.018 0.084
H -0.1108 2.0486 -0.7442 -0.033 0.059 -0.011
H -2.3698 0.2982 1.6042 -0.104 -0.045 -0.007
H -2.1555 1.7771 0.5644 0.103 0.142 0.084
```
Positions in Å, forces in eV/Å.

ΔE to the lowest compared entry with this formula, charge and spin (eV): 2.576
Orbital gap (spin up / spin down) (eV): 6.186 / 6.188
Charge: -1
Electronic energy (eV): -13434.6923
HOMO level (spin up / spin down) (Eh): -0.092 / -0.092

Löwdin atomic charge list, values in e, 5 entries: -0.419, -0.127, -0.112, -0.115, -0.047



The following is a DFT calculation (ωB97M-V/def2-TZVPD) of the molecule C8H7NO2 at a distorted geometry.

```
18
Properties=species:S:1:pos:R:3:forces:R:3
N 0.6171 2.3178 3.3115 0.771 0.053 1.472
C 0.0346 2.2352 2.3418 -0.229 0.599 -0.658
C -0.5946 2.1038 1.0610 0.545 -4.084 -2.104
O -1.9543 2.1897 1.2035 -0.783 0.454 -0.277
O 0.0101 2.9406 0.0951 -0.790 -0.901 0.118
C -0.1801 0.3286 0.6348 0.787 5.191 -0.324
C -1.1300 -0.5950 0.4063 3.861 -2.494 -1.435
C -0.7259 -1.7913 -0.2325 -0.654 0.905 -0.545
C 0.5641 -1.9901 -0.7382 -2.778 0.565 1.222
C 1.4476 -1.0116 -0.5315 -1.087 3.074 1.991
C 1.1054 0.1928 0.1234 0.990 -0.805 1.205
H -2.4483 2.0151 0.3773 0.715 0.072 0.465
H -0.1374 2.5228 -0.7843 0.226 0.354 0.852
H -2.1116 -0.4950 0.4582 -4.249 0.835 1.025
H -1.6007 -2.3364 -0.5201 0.092 -1.151 -0.136
H 0.9081 -2.7724 -1.3123 0.041 -2.068 -0.992
H 2.3918 -1.1769 -0.8307 3.356 -0.172 -1.106
H 1.9049 0.8989 0.4550 -0.812 -0.428 -0.773
```
Positions in Å, forces in eV/Å.

ΔE to the lowest compared entry with this formula, charge and spin (eV): 3.046
Orbital gap (eV): 9.936
Electronic energy (eV): -13991.8125
HOMO level (Eh): -0.354
SMILES string: N#CC(O)(O)c1ccccc1

Löwdin atomic charge list, values in e, 5 entries: 0.200, -0.151, -0.489, 0.048, 0.038



The following is a DFT calculation (ωB97M-V/def2-TZVPD) of the molecule C8H7NO2 at a distorted geometry.

```
18
Properties=species:S:1:pos:R:3:forces:R:3
O -2.1414 1.5117 -1.2980 -6.324 4.975 -0.315
C -1.1395 0.9366 -0.7775 2.234 -3.606 4.462
C -0.4254 -0.0748 -1.4139 0.677 0.233 -4.624
C 0.6473 -0.7734 -0.7778 -2.470 2.027 1.564
C 1.6417 -1.6665 -1.1246 1.805 -2.347 -1.570
C 2.3957 -1.9602 -0.0290 -3.250 2.524 0.586
N 1.8574 -1.2562 1.0724 3.011 -2.710 2.304
C 0.7579 -0.5275 0.6165 1.686 -1.290 0.361
C -0.0201 0.3583 1.3432 0.566 -0.051 4.120
C -0.9846 0.9947 0.7180 -1.119 3.041 -4.655
O -1.8622 1.9572 1.3215 0.393 -2.898 0.361
H -2.8682 2.1641 -0.6163 4.123 -3.225 -2.388
H -0.4995 -0.2300 -2.7218 -0.106 0.591 4.288
H 1.8669 -2.2472 -2.0491 -0.538 1.150 0.501
H 3.2616 -2.4970 -0.0509 2.026 -1.482 0.627
H 2.2610 -1.6533 2.1019 -2.221 2.238 -3.728
H 0.0303 0.5810 2.5025 0.397 -0.801 -2.449
H -2.2639 1.2019 1.8089 -0.889 1.630 0.555
```
Positions in Å, forces in eV/Å.

ΔE to the lowest compared entry with this formula, charge and spin (eV): 3.943
Orbital gap (eV): 8.028
Electronic energy (eV): -13990.9156
HOMO level (Eh): -0.277
SMILES string: Oc1cc2cc[nH]c2cc1O

Löwdin atomic charge list, values in e, 5 entries: 0.010, -0.362, 0.030, -0.218, -0.078